Entry from the OMol25 dataset: a cluster of 10 separate species, C5H30NO9 in total (ωB97M-V with the def2-TZVPD basis set).

Structure (XYZ):
```
45
Properties=species:S:1:pos:R:3:forces:R:3
C -1.878553 -0.460655 0.058435 0.2 1.4 -0.2
C -0.360573 -0.274646 0.184050 -0.2 0.9 1.6
C 0.258771 0.171300 -1.152869 -1.4 0.2 0.0
C 1.328244 -0.719872 -1.597269 1.1 -0.9 -1.3
C 1.314516 -1.555707 -2.636543 -0.1 -0.6 -0.9
N 2.565657 -0.619783 -0.735052 1.0 -2.5 -3.8
H -2.290898 -0.766768 0.975921 -0.5 -0.4 1.3
H -2.462191 0.457408 -0.209101 0.8 -0.4 0.1
H -2.142346 -1.195080 -0.661057 -0.1 -0.7 -0.8
H -0.134766 0.481498 1.017438 -0.5 -1.1 -1.4
H 0.078837 -1.217080 0.578695 -0.3 0.6 -0.5
H 0.633926 1.185186 -1.075636 0.2 0.2 0.0
H -0.560626 0.238362 -1.901533 1.1 -0.3 0.4
H 2.165252 -2.203236 -2.995939 -0.8 0.9 0.9
H 0.396289 -1.670189 -3.281597 1.0 0.5 1.0
H 2.543529 -1.345893 -0.025731 0.1 -0.7 0.7
H 3.467515 -0.713944 -1.314208 -1.8 0.2 1.1
H 2.552718 0.227850 -0.269404 0.2 3.0 1.5
H -1.212456 2.886608 -2.191824 0.1 0.9 0.2
H -1.653111 2.533412 -3.623902 -0.1 0.4 -0.2
O -1.403266 2.169181 -2.776824 -0.2 -1.2 -0.2
H -0.038020 1.352668 3.081091 0.7 -0.5 0.1
H -1.504086 1.651408 2.912990 -1.8 -0.5 0.0
O -0.660091 2.062931 2.899736 1.1 1.4 -0.1
H 2.532773 -2.917430 1.881085 0.3 -0.7 0.4
H 1.352055 -2.829494 0.846772 -1.0 -1.3 -0.6
O 2.016309 -2.352055 1.325835 0.8 1.8 0.4
H -3.788375 1.975492 2.831110 0.5 -0.9 0.2
H -3.450282 0.672045 3.627042 -0.4 -0.2 0.6
O -3.211025 1.181570 2.862336 -0.4 1.0 -0.8
H -2.142231 -0.144213 -2.902215 0.2 0.2 0.2
H -2.771614 -1.221121 -3.705340 0.1 -0.4 0.0
O -2.036619 -1.083019 -3.094066 -0.4 0.2 -0.4
H -0.231727 -4.390276 -0.075752 1.2 2.2 -0.7
H -0.307234 -2.972464 -0.823452 0.0 -0.3 0.1
O 0.294999 -3.544806 -0.322372 -1.4 -2.1 0.5
H 3.084341 2.240764 1.106966 -0.8 -0.4 -0.3
H 1.515387 2.152660 0.674841 0.8 -0.1 0.1
O 2.378620 1.617755 0.828510 0.1 1.0 -0.1
H 1.768243 0.752025 2.175220 0.3 0.0 -0.1
H 1.317313 -0.693176 2.526240 0.0 1.5 0.6
O 1.295956 0.252090 2.857859 0.1 -2.0 0.0
H -0.240292 2.812289 1.543526 0.3 0.0 -1.2
H -0.533402 2.802860 -0.024196 -0.4 -0.2 -0.2
O 0.152532 3.013543 0.600182 0.1 0.1 1.5
```
Forces are in eV/Å.

Strongest force on any atom, eV/A: 4.639
Gap between HOMO and LUMO, hartree: 0.39732
E_LUMO, eV: -2.39
E_HOMO, eV: -13.20
Total charge: +1

Atom charges from the Mulliken analysis, given in e for atoms 1 to 5:
1 C -1.922
2 C 1.996
3 C 0.279
4 C -0.337
5 C -0.853